[1]
Entry from the OMol25 dataset: 11 unconnected molecules or ions with the total composition C35H87N2O12 at a distorted geometry (ωB97M-V/def2-TZVPD).

Output
Charge: +1
E_tot: -2397.48781 Eh
Frontier orbital gap: 6.7 eV
2S+1: 1

Cartesian coordinates (Å):
C  6.36  -0.39  -0.46
C  6.32  1.21  -0.78
C  5.42  2.02  0.26
C  4.27  2.94  -0.45
C  3.04  2.97  0.59
C  1.82  3.92  0.10
C  0.46  3.17  0.52
C  -0.65  4.24  1.02
C  -1.97  4.08  0.14
C  -2.96  2.92  0.70
C  -3.97  2.42  -0.41
C  -4.22  3.09  -1.79
N  -5.06  2.75  -2.84
N  -5.83  1.68  -2.68
C  -5.77  0.94  -1.49
C  -4.88  1.14  -0.24
C  -4.83  0.23  1.08
O  -3.52  0.09  1.67
O  -3.57  0.70  2.91
H  6.81  -0.99  -1.32
H  5.28  -0.74  -0.30
H  6.95  -0.60  0.50
H  7.39  1.62  -0.74
H  5.91  1.36  -1.84
H  4.87  1.26  0.92
H  6.04  2.71  0.95
H  4.70  3.98  -0.66
H  4.00  2.40  -1.42
H  2.66  1.89  0.71
H  3.47  3.36  1.58
H  1.88  4.16  -1.01
H  1.87  4.88  0.73
H  0.72  2.50  1.41
H  0.13  2.55  -0.37
H  -0.26  5.31  0.92
H  -0.92  3.97  2.11
H  -1.66  3.75  -0.92
H  -2.59  5.03  0.02
H  -2.26  2.05  0.98
H  -3.47  3.24  1.68
H  -3.60  4.03  -1.97
H  -6.47  1.40  -3.44
H  -6.50  0.06  -1.43
H  -5.64  0.54  1.85
H  -5.15  -0.82  0.75
H  -3.94  1.61  2.82
C  -9.23  -2.25  1.42
C  -7.89  -1.80  0.89
O  -7.95  -0.42  0.52
H  -10.01  -2.11  0.66
H  -9.20  -3.31  1.70
H  -9.53  -1.66  2.29
H  -7.61  -2.37  0.01
H  -7.11  -1.92  1.65
H  -8.19  0.09  1.31
C  -2.39  3.55  6.18
C  -3.11  4.38  5.15
O  -3.48  3.57  4.03
H  -1.49  3.09  5.75
H  -2.09  4.16  7.04
H  -3.02  2.73  6.54
H  -2.46  5.18  4.78
H  -4.01  4.84  5.57
H  -4.07  2.88  4.37
C  3.87  -4.77  -0.65
C  4.99  -3.97  -1.27
O  6.20  -4.20  -0.56
H  3.73  -4.50  0.40
H  2.93  -4.60  -1.18
H  4.09  -5.84  -0.67
H  4.77  -2.90  -1.22
H  5.14  -4.25  -2.32
H  6.40  -5.14  -0.61
C  7.38  -1.34  -5.62
C  6.69  -1.55  -4.29
O  6.05  -0.35  -3.87
H  8.12  -0.54  -5.54
H  7.88  -2.25  -5.96
H  6.66  -1.03  -6.39
H  7.41  -1.84  -3.53
H  5.93  -2.34  -4.37
H  5.41  -0.11  -4.55
C  -2.47  -0.01  -5.27
C  -3.72  0.56  -5.91
O  -4.85  0.31  -5.09
H  -2.58  -1.09  -5.11
H  -1.59  0.17  -5.89
H  -2.30  0.43  -4.28
H  -3.89  0.10  -6.88
H  -3.62  1.64  -6.06
H  -4.69  0.73  -4.24
C  0.50  -0.04  2.80
C  0.96  -0.93  1.67
O  2.18  -1.57  2.00
H  1.26  0.72  3.02
H  -0.44  0.46  2.55
H  0.36  -0.62  3.72
H  1.12  -0.35  0.76
H  0.21  -1.70  1.45
H  2.03  -2.10  2.80
C  -3.35  -2.53  -1.33
C  -2.01  -2.07  -1.86
O  -2.08  -0.70  -2.23
H  -4.13  -2.40  -2.08
H  -3.32  -3.59  -1.04
H  -3.64  -1.95  -0.45
H  -1.73  -2.64  -2.74
H  -1.23  -2.19  -1.11
H  -2.32  -0.19  -1.44
C  4.10  6.48  2.23
C  3.41  6.25  3.56
O  2.77  7.45  4.00
H  4.85  7.28  2.32
H  4.60  5.57  1.89
H  3.39  6.80  1.47
H  4.13  5.96  4.33
H  2.65  5.46  3.48
H  2.13  7.70  3.32
C  -2.59  -7.23  -3.07
C  -3.01  -5.91  -2.46
O  -1.86  -5.14  -2.10
H  -1.98  -7.80  -2.36
H  -3.46  -7.83  -3.34
H  -1.98  -7.07  -3.96
H  -3.60  -6.07  -1.56
H  -3.61  -5.32  -3.17
H  -1.35  -4.99  -2.90
C  4.60  -5.88  3.50
C  3.23  -5.25  3.55
O  3.22  -4.15  4.45
H  4.90  -6.23  4.49
H  4.62  -6.73  2.81
H  5.35  -5.15  3.17
H  2.48  -5.97  3.89
H  2.93  -4.89  2.56
H  3.87  -3.51  4.14


[2]
Entry from the OMol25 dataset: 4 unconnected molecules or ions with the total composition CH10NO3 at a distorted geometry (ωB97M-V/def2-TZVPD).

Output
Charge: +1
E_tot: -324.27056 Eh
Frontier orbital gap: 10.6 eV
Energy above the lowest of the compared OMol25 structures with the same formula, charge and spin: 30.2 kcal per mole
2S+1: 1

Cartesian coordinates (Å):
C  0.18  2.14  0.21
N  -0.37  1.38  1.09
H  0.10  1.69  -0.90
H  0.34  3.32  0.35
H  -0.55  1.73  2.07
H  -0.60  0.35  0.84
H  2.79  -0.78  0.46
H  1.19  -0.87  0.46
O  1.96  -0.26  0.44
H  -1.36  -3.00  -0.23
H  0.02  -2.89  -0.68
O  -0.56  -2.39  -0.19
H  -1.05  0.24  -2.16
H  -0.83  -0.92  -1.39
O  -1.21  -0.02  -1.22


[3]
Entry from the OMol25 dataset: a molecular structure, C3H7AlO9S2 at a distorted geometry (ωB97M-V/def2-TZVPD).

Output
Charge: -3
E_tot: -1834.28241 Eh
Frontier orbital gap (alpha / beta): 5.4 / 4.2 eV
2S+1: 2

Cartesian coordinates (Å):
Al  15.19  8.12  -4.14
S  15.31  9.85  -7.27
O  15.52  8.44  -6.92
O  14.20  9.91  -8.17
O  14.96  10.39  -5.94
O  16.50  10.42  -7.90
S  15.38  5.19  -6.08
O  16.38  5.89  -5.32
O  15.28  3.80  -5.66
O  14.20  6.00  -5.80
O  15.49  5.30  -7.55
C  16.65  5.22  -0.30
C  17.22  6.56  -0.65
C  18.78  6.43  -0.47
O  16.82  7.09  -1.93
H  16.72  4.93  0.75
H  16.92  4.43  -1.00
H  15.57  5.35  -0.28
H  16.88  7.31  0.06
H  19.13  5.61  -1.10
H  19.04  6.23  0.57
H  19.27  7.33  -0.83


[4]
Entry from the OMol25 dataset: C3H4N2O2 in the gas phase at a distorted geometry (ωB97M-V/def2-TZVPD).

Output
E_tot: -376.50365 Eh
Frontier orbital gap: 10.9 eV
SMILES: C1N2O[C@H]2[C@@H]2ON12
Energy above the lowest of the compared OMol25 structures with the same formula, charge and spin: 163.2 kcal per mole
2S+1: 1

Cartesian coordinates (Å):
C  -0.82  -0.51  -0.80
N  0.47  -1.08  -0.46
O  1.43  -0.12  -0.98
C  1.12  -0.18  0.39
C  0.14  0.89  0.82
O  -0.93  0.34  1.48
N  -1.07  0.63  0.05
H  -0.93  -0.14  -1.80
H  -1.74  -1.28  -0.79
H  1.86  -0.35  1.15
H  0.47  1.81  0.93


[5]
Entry from the OMol25 dataset: a molecular structure, C10H28FeN2O11V at a distorted geometry (ωB97M-V/def2-TZVPD).

Output
Charge: +2
E_tot: -3541.79576 Eh
Frontier orbital gap (alpha / beta): 4.6 / 4.7 eV
2S+1: 8

Cartesian coordinates (Å):
V  6.10  12.10  -0.89
Fe  6.77  10.34  -4.21
C  8.59  11.13  -2.44
O  8.31  9.99  -3.03
O  8.00  11.41  -1.32
O  7.87  11.84  -3.27
C  4.64  10.17  -2.46
O  5.10  10.36  -1.24
O  5.23  9.29  -3.20
O  5.37  11.17  -2.88
O  6.52  11.06  1.00
H  6.69  11.29  1.93
H  6.39  10.10  1.01
O  7.00  8.53  -5.11
H  7.11  8.16  -6.00
H  7.07  7.76  -4.52
O  8.14  10.88  -5.84
H  8.95  10.46  -6.16
H  8.00  11.62  -6.45
C  10.85  7.36  0.94
C  10.26  8.83  0.92
C  11.26  9.90  0.34
O  11.37  9.81  -1.10
C  12.25  10.76  -1.65
N  9.17  8.75  -0.05
H  11.52  7.15  1.78
H  11.45  7.23  0.04
H  10.01  6.70  1.14
H  9.76  9.05  1.86
H  12.30  9.83  0.68
H  10.99  10.92  0.63
H  12.44  10.46  -2.68
H  13.12  10.97  -1.02
H  11.74  11.73  -1.69
H  8.50  9.51  -0.07
H  9.56  8.85  -0.98
C  8.84  14.48  -0.47
C  8.11  13.87  0.72
C  8.41  14.83  1.88
O  7.67  14.39  3.04
C  7.81  15.17  4.18
N  6.68  13.75  0.57
H  8.24  15.34  -0.80
H  9.00  13.84  -1.34
H  9.82  14.84  -0.18
H  8.46  12.87  0.99
H  7.98  15.82  1.66
H  9.43  14.99  2.20
H  7.44  16.20  4.05
H  8.84  15.24  4.53
H  7.14  14.77  4.94
H  6.39  14.68  0.28
H  6.35  13.59  1.52


[6]
Entry from the OMol25 dataset: 2 unconnected molecules or ions with the total composition C23H30N5O3P at a distorted geometry (ωB97M-V/def2-TZVPD).

Output
Charge: +2
E_tot: -1734.26338 Eh
Frontier orbital gap: 5.2 eV
2S+1: 1

Cartesian coordinates (Å):
C  -0.74  -2.57  6.91
C  0.41  -2.49  6.07
C  1.67  -2.50  4.98
C  2.12  -0.98  4.57
C  1.31  0.07  5.58
N  0.74  1.10  6.16
C  1.99  -0.60  2.98
C  2.48  0.99  2.85
N  3.02  2.17  2.70
O  2.68  -1.50  2.05
C  4.11  -1.66  2.36
C  4.77  -2.53  1.10
O  3.78  -2.98  0.10
C  3.16  -4.26  0.46
C  1.93  -4.60  -0.61
P  0.15  -0.58  2.34
N  -0.51  -2.26  2.59
O  -0.81  0.60  3.23
H  -1.40  -2.46  7.90
H  2.58  -2.98  5.58
H  1.49  -3.23  4.07
H  3.27  -0.86  4.89
H  4.69  -0.68  2.60
H  4.17  -2.40  3.30
H  5.31  -3.50  1.52
H  5.57  -1.80  0.61
H  3.90  -5.16  0.56
H  2.63  -4.10  1.50
H  1.47  -3.61  -1.08
H  1.06  -5.10  0.01
H  2.26  -5.36  -1.46
H  -0.82  -2.39  3.58
H  0.25  -2.91  2.31
H  -1.77  0.46  2.96
C  1.63  2.03  -0.47
N  0.47  2.21  -1.36
C  0.45  1.57  -2.55
C  -0.65  1.68  -3.41
C  -1.75  2.46  -3.04
C  -1.68  3.13  -1.81
C  -0.56  2.99  -0.99
C  -2.95  2.56  -3.88
C  -4.21  2.19  -3.39
C  -5.35  2.33  -4.17
N  -5.27  2.84  -5.42
C  -4.07  3.19  -5.94
C  -2.90  3.06  -5.19
C  -6.49  3.04  -6.22
H  2.53  2.33  -1.01
H  1.67  0.98  -0.19
H  1.51  2.65  0.43
H  1.32  0.96  -2.81
H  -0.64  1.14  -4.35
H  -2.50  3.77  -1.48
H  -0.49  3.50  -0.03
H  -4.31  1.78  -2.39
H  -6.33  2.05  -3.80
H  -4.07  3.59  -6.95
H  -1.96  3.37  -5.64
H  -6.38  2.49  -7.15
H  -6.60  4.11  -6.40
H  -7.36  2.67  -5.67


[7]
Entry from the OMol25 dataset: C5H7NO in the gas phase at a distorted geometry (ωB97M-V/def2-TZVPD).

Output
E_tot: -324.54590 Eh
Frontier orbital gap: 9.7 eV
Energy above the lowest of the compared OMol25 structures with the same formula, charge and spin: 112.1 kcal per mole
2S+1: 1

Cartesian coordinates (Å):
C  2.36  -0.05  0.22
N  1.18  0.79  0.12
C  0.09  0.34  0.57
O  -0.21  -1.03  0.63
C  -0.92  -0.59  -0.55
C  -2.28  -0.23  -0.07
C  -1.22  0.83  0.12
H  2.95  0.01  -0.71
H  2.96  0.37  1.02
H  2.15  -1.11  0.43
H  -0.12  -0.34  -1.30
H  -2.66  -0.79  0.78
H  -3.04  0.05  -0.80
H  -1.25  1.74  -0.46


[8]
Entry from the OMol25 dataset: a molecular structure, C35H48FeN6O3S at a distorted geometry (ωB97M-V/def2-TZVPD).

Output
E_tot: -3578.67212 Eh
Frontier orbital gap (alpha / beta): 6.0 / 7.6 eV
Energy above the lowest of the compared OMol25 structures with the same formula, charge and spin: 25.8 kcal per mole
2S+1: 5

Cartesian coordinates (Å):
Fe  -0.08  -0.36  0.22
N  1.50  3.16  2.28
C  0.93  1.94  2.14
O  0.60  1.52  1.04
C  0.70  1.17  3.42
C  -0.14  -0.06  3.15
H  1.76  3.67  1.45
H  1.84  3.48  3.16
H  0.21  1.82  4.15
H  1.68  0.89  3.81
H  -1.14  0.23  2.84
H  -0.23  -0.67  4.06
C  3.64  1.98  -0.21
C  3.98  0.51  -0.29
C  5.28  0.12  0.02
C  5.66  -1.21  -0.02
C  4.72  -2.17  -0.35
C  3.41  -1.82  -0.64
C  2.41  -2.88  -0.99
C  3.01  -0.47  -0.64
N  1.70  -0.14  -0.99
C  1.48  0.75  -1.97
C  2.56  1.02  -3.01
C  0.23  1.39  -2.15
C  0.14  2.45  -3.23
N  -0.80  1.12  -1.35
C  -2.09  1.62  -1.65
C  -2.75  1.29  -2.85
C  -2.07  0.57  -3.99
C  -4.07  1.68  -3.04
C  -4.76  2.41  -2.09
C  -4.10  2.78  -0.93
C  -2.78  2.40  -0.70
C  -2.12  2.85  0.57
H  3.99  2.38  0.75
H  2.57  2.13  -0.29
H  4.15  2.54  -1.00
H  6.00  0.88  0.29
H  6.69  -1.49  0.20
H  5.01  -3.22  -0.38
H  2.87  -3.88  -0.97
H  1.99  -2.70  -1.98
H  1.59  -2.85  -0.27
H  3.45  0.44  -2.79
H  2.84  2.08  -3.06
H  2.20  0.73  -4.00
H  0.90  3.21  -3.07
H  -0.84  2.92  -3.21
H  0.30  2.03  -4.22
H  -1.15  0.09  -3.67
H  -1.84  1.27  -4.79
H  -2.73  -0.20  -4.40
H  -4.57  1.41  -3.97
H  -5.79  2.70  -2.25
H  -4.61  3.37  -0.18
H  -2.68  3.66  1.03
H  -1.10  3.17  0.37
H  -2.07  2.02  1.28
N  -2.48  -0.47  0.54
C  -3.64  -0.75  1.25
C  -4.88  -0.50  0.66
C  -6.05  -0.71  1.37
C  -6.01  -1.18  2.68
C  -4.78  -1.43  3.27
C  -3.60  -1.22  2.56
H  -2.65  -0.37  -0.45
H  -1.65  -1.04  0.71
H  -4.91  -0.13  -0.36
H  -7.00  -0.52  0.89
H  -6.93  -1.34  3.23
H  -4.74  -1.79  4.29
H  -2.65  -1.45  3.02
C  2.44  -2.10  2.73
O  1.88  -0.92  2.15
C  0.49  -0.91  2.05
O  -0.10  -1.92  1.53
H  2.41  -2.02  3.82
H  3.47  -2.17  2.39
H  1.88  -2.98  2.41
C  -0.30  -3.68  -4.24
N  -0.25  -4.19  -2.89
C  -0.31  -5.62  -2.62
C  -0.30  -5.66  -1.08
N  -0.74  -4.31  -0.75
C  -0.60  -3.47  -1.80
S  -0.82  -1.83  -1.75
H  0.47  -4.15  -4.84
H  -0.14  -2.61  -4.20
H  -1.28  -3.87  -4.70
H  0.54  -6.14  -3.05
H  -1.23  -6.05  -3.04
H  0.71  -5.86  -0.71
H  -0.98  -6.41  -0.68
H  -0.66  -3.94  0.18


[9]
Entry from the OMol25 dataset: CH5N5O in the gas phase at a distorted geometry (ωB97M-V/def2-TZVPD).

Output
E_tot: -390.03588 Eh
Frontier orbital gap: 10.1 eV
SMILES: [H]/N=N/NNC(N)=O
Energy above the lowest of the compared OMol25 structures with the same formula, charge and spin: 15.7 kcal per mole
2S+1: 1

Cartesian coordinates (Å):
H  3.70  -0.05  1.24
N  3.17  0.08  0.35
N  1.94  -0.17  0.61
N  1.11  0.13  -0.35
N  -0.27  -0.44  -0.22
C  -1.31  0.48  -0.36
N  -2.35  0.07  0.38
O  -1.34  1.38  -1.17
H  1.49  0.23  -1.37
H  -0.43  -1.23  0.41
H  -2.51  -0.89  0.43
H  -3.20  0.40  0.04


[10]
Entry from the OMol25 dataset: 2 unconnected molecules or ions with the total composition C5H11ClN at a distorted geometry (ωB97M-V/def2-TZVPD).

Output
Charge: +1
E_tot: -711.77588 Eh
Frontier orbital gap: 8.5 eV
Energy above the lowest of the compared OMol25 structures with the same formula, charge and spin: 21.2 kcal per mole
2S+1: 1

Cartesian coordinates (Å):
C  3.99  0.63  -0.14
C  2.68  0.55  -0.17
C  -2.25  1.49  0.43
C  -1.05  -2.02  -0.29
C  -1.55  0.35  -0.15
N  -1.70  -0.86  0.23
Cl  1.80  -0.76  0.54
H  4.63  -0.11  0.31
H  4.47  1.48  -0.60
H  -2.75  2.05  -0.36
H  -1.52  2.18  0.85
H  -2.97  1.21  1.19
H  -1.78  -2.68  -0.75
H  -0.29  -1.74  -1.02
H  -0.56  -2.57  0.52
H  -0.84  0.53  -0.96
H  -2.35  -1.04  1.00
H  2.04  1.29  -0.62


[11]
Entry from the OMol25 dataset: C22H31N3O4 in the gas phase (ωB97M-V/def2-TZVPD).

Output
E_tot: -1322.09683 Eh
Frontier orbital gap: 8.0 eV
SMILES: COc1ccc(N2CCN([C@H]3CCCN(C(=O)C4=C(C)OCCO4)C3)CC2)cc1
Energy above the lowest of the compared OMol25 structures with the same formula, charge and spin: 96.9 kcal per mole
2S+1: 1

Cartesian coordinates (Å):
C  -3.21  -1.43  6.67
O  -3.61  -0.68  5.56
C  -2.67  -0.39  4.60
C  -1.34  -0.78  4.63
C  -0.47  -0.43  3.62
C  -0.90  0.33  2.52
N  -0.07  0.65  1.47
C  1.27  0.11  1.39
C  1.81  0.26  -0.03
N  1.95  1.66  -0.40
C  2.05  1.93  -1.82
C  3.31  1.29  -2.42
C  3.29  1.52  -3.93
C  2.14  0.71  -4.55
N  1.12  0.42  -3.56
C  0.70  -0.86  -3.44
O  1.14  -1.74  -4.16
C  -0.35  -1.17  -2.42
C  -0.36  -2.33  -1.73
C  0.67  -3.41  -1.82
O  -1.31  -2.63  -0.79
C  -2.19  -1.57  -0.48
C  -2.55  -0.81  -1.75
O  -1.38  -0.24  -2.30
C  0.83  1.53  -2.69
C  1.04  2.52  0.34
C  -0.29  1.86  0.71
C  -2.25  0.71  2.50
C  -3.11  0.36  3.51
H  -4.10  -1.53  7.29
H  -2.85  -2.42  6.39
H  -2.43  -0.91  7.25
H  -0.95  -1.37  5.46
H  0.56  -0.74  3.69
H  1.96  0.59  2.10
H  1.23  -0.96  1.63
H  1.13  -0.28  -0.71
H  2.79  -0.21  -0.08
H  2.17  3.02  -1.89
H  4.20  1.74  -1.96
H  3.32  0.22  -2.22
H  4.24  1.21  -4.37
H  3.16  2.59  -4.13
H  1.69  1.26  -5.38
H  2.50  -0.25  -4.92
H  1.36  -3.33  -0.98
H  1.21  -3.34  -2.75
H  0.17  -4.37  -1.75
H  -1.71  -0.89  0.24
H  -3.07  -2.02  -0.01
H  -3.01  -1.50  -2.47
H  -3.23  0.02  -1.54
H  0.54  2.38  -3.33
H  -0.03  1.29  -2.07
H  0.84  3.43  -0.23
H  1.54  2.82  1.27
H  -0.88  2.57  1.31
H  -0.87  1.64  -0.20
H  -2.64  1.27  1.66
H  -4.14  0.67  3.48